{
  "formula": "C54H136As3F24N9O12S2",
  "method": "ωB97M-V with the def2-TZVPD basis set",
  "elements": ["C", "F", "F", "F", "S", "O", "O", "N", "S", "O", "O", "C", "F", "F", "F", "C", "C", "N", "C", "C", "C", "C", "C", "O", "C", "H", "H", "H", "H", "H", "H", "H", "H", "H", "H", "H", "H", "H", "H", "H", "H", "H", "H", "H", "H", "C", "C", "N", "C", "C", "C", "C", "C", "O", "C", "H", "H", "H", "H", "H", "H", "H", "H", "H", "H", "H", "H", "H", "H", "H", "H", "H", "H", "H", "H", "C", "C", "N", "C", "C", "C", "C", "C", "O", "C", "H", "H", "H", "H", "H", "H", "H", "H", "H", "H", "H", "H", "H", "H", "H", "H", "H", "H", "H", "H", "C", "C", "N", "C", "C", "C", "C", "C", "O", "C", "H", "H", "H", "H", "H", "H", "H", "H", "H", "H", "H", "H", "H", "H", "H", "H", "H", "H", "H", "H", "C", "C", "N", "C", "C", "C", "C", "C", "O", "C", "H", "H", "H", "H", "H", "H", "H", "H", "H", "H", "H", "H", "H", "H", "H", "H", "H", "H", "H", "H", "C", "C", "C", "O", "C", "N", "H", "H", "H", "H", "H", "H", "H", "H", "H", "H", "H", "H", "C", "C", "C", "O", "C", "N", "H", "H", "H", "H", "H", "H", "H", "H", "H", "H", "H", "H", "C", "C", "C", "O", "C", "N", "H", "H", "H", "H", "H", "H", "H", "H", "H", "H", "H", "H", "As", "F", "F", "F", "F", "F", "F", "As", "F", "F", "F", "F", "F", "F", "As", "F", "F", "F", "F", "F", "F"],
  "coordinates": [[0.186, 1.612, -3.275], [-0.102, 2.868, -2.932], [-0.459, 1.298, -4.408], [1.530, 1.482, -3.435], [-0.423, 0.343, -2.008], [-1.896, 0.589, -2.017], [-0.008, -0.918, -2.605], [0.342, 0.724, -0.517], [-0.502, -0.170, 0.399], [-1.768, 0.430, 0.830], [-0.566, -1.580, 0.082], [0.522, 0.052, 2.079], [1.752, -0.415, 2.001], [0.694, 1.348, 2.333], [-0.112, -0.507, 3.129], [-0.688, 2.115, 5.594], [0.756, 2.583, 6.051], [1.799, 1.478, 6.436], [1.994, 0.506, 5.245], [3.097, 2.068, 6.851], [3.740, 2.966, 5.746], [1.147, 0.799, 7.695], [2.016, -0.117, 8.544], [2.988, 0.425, 9.373], [3.639, -0.422, 10.228], [-1.269, 2.947, 5.195], [-1.308, 1.676, 6.376], [-0.712, 1.431, 4.745], [0.785, 3.337, 6.838], [1.130, 2.981, 5.107], [1.039, 0.002, 5.102], [2.751, -0.161, 5.657], [2.165, 1.071, 4.328], [3.739, 1.221, 7.093], [2.918, 2.644, 7.759], [4.556, 3.640, 6.008], [3.168, 3.692, 5.168], [4.315, 2.381, 5.028], [0.428, 0.056, 7.350], [0.518, 1.508, 8.233], [2.482, -0.916, 7.967], [1.249, -0.576, 9.168], [4.139, 0.204, 10.966], [4.349, -1.026, 9.663], [2.997, -1.102, 10.788], [1.738, 2.056, -7.782], [2.832, 2.558, -6.842], [4.333, 2.127, -7.097], [4.855, 2.572, -8.533], [5.244, 2.747, -5.988], [5.155, 4.320, -5.620], [4.444, 0.593, -7.260], [4.028, -0.263, -6.026], [2.588, -0.310, -5.931], [1.988, -1.176, -4.979], [0.732, 2.246, -7.409], [1.963, 1.032, -8.079], [1.857, 2.553, -8.745], [2.638, 2.095, -5.874], [2.895, 3.644, -6.908], [4.291, 2.217, -9.395], [5.908, 2.293, -8.501], [4.859, 3.652, -8.680], [6.242, 2.574, -6.390], [5.101, 2.110, -5.115], [4.267, 4.472, -5.007], [5.078, 4.953, -6.504], [6.020, 4.607, -5.023], [5.499, 0.361, -7.406], [3.930, 0.356, -8.191], [4.472, 0.120, -5.107], [4.428, -1.276, -5.988], [0.906, -1.300, -5.029], [2.148, -0.786, -3.974], [2.242, -2.218, -5.173], [-6.310, 3.461, -9.299], [-5.069, 2.812, -8.523], [-4.677, 3.305, -7.116], [-4.139, 4.729, -7.357], [-5.870, 3.204, -6.184], [-6.573, 1.774, -6.003], [-3.448, 2.623, -6.248], [-2.139, 2.565, -7.106], [-2.379, 1.852, -8.362], [-2.193, 0.411, -8.234], [-6.455, 3.269, -10.363], [-6.107, 4.532, -9.274], [-7.289, 3.407, -8.822], [-4.176, 2.948, -9.132], [-5.000, 1.730, -8.412], [-5.010, 5.352, -7.558], [-3.486, 4.761, -8.229], [-3.609, 5.131, -6.493], [-6.579, 3.915, -6.609], [-5.548, 3.655, -5.245], [-5.895, 1.106, -5.471], [-6.889, 1.303, -6.934], [-7.498, 1.975, -5.463], [-3.883, 1.653, -6.005], [-3.196, 3.182, -5.346], [-1.368, 1.968, -6.618], [-1.765, 3.547, -7.394], [-1.138, 0.208, -8.047], [-2.477, -0.073, -9.168], [-2.864, -0.030, -7.497], [-9.124, -1.957, 4.288], [-8.222, -0.928, 3.542], [-7.016, -1.477, 2.639], [-7.616, -2.667, 1.741], [-6.236, -0.482, 1.657], [-4.726, -0.846, 1.316], [-5.959, -2.000, 3.713], [-5.469, -1.084, 4.921], [-4.897, 0.174, 4.501], [-4.597, 1.070, 5.621], [-9.850, -2.286, 3.544], [-9.740, -1.349, 4.950], [-8.540, -2.754, 4.749], [-7.859, -0.176, 4.243], [-8.837, -0.433, 2.790], [-6.711, -3.015, 1.242], [-8.435, -2.304, 1.120], [-7.959, -3.486, 2.374], [-6.445, 0.494, 2.097], [-6.880, -0.378, 0.784], [-4.055, -0.430, 2.068], [-4.532, -0.295, 0.396], [-4.518, -1.915, 1.255], [-5.019, -2.330, 3.270], [-6.282, -2.990, 4.035], [-4.873, -1.651, 5.636], [-6.272, -0.777, 5.591], [-4.148, 2.035, 5.389], [-3.903, 0.642, 6.345], [-5.534, 1.413, 6.059], [0.873, -3.943, 2.894], [1.914, -5.128, 3.075], [3.377, -4.768, 3.502], [4.030, -4.091, 2.278], [3.264, -3.791, 4.813], [2.519, -4.350, 6.035], [4.202, -5.983, 3.995], [4.302, -7.123, 2.948], [3.242, -7.550, 2.136], [3.670, -8.365, 1.089], [0.888, -3.229, 3.718], [-0.111, -4.411, 2.916], [1.058, -3.392, 1.972], [2.042, -5.710, 2.163], [1.535, -5.788, 3.856], [3.437, -3.280, 1.854], [4.321, -4.834, 1.536], [5.003, -3.721, 2.601], [2.889, -2.856, 4.397], [4.257, -3.439, 5.092], [1.435, -4.376, 5.927], [2.732, -3.598, 6.795], [2.783, -5.314, 6.470], [3.596, -6.286, 4.849], [5.157, -5.632, 4.387], [4.761, -7.994, 3.414], [5.131, -6.868, 2.288], [4.233, -9.256, 1.367], [4.210, -7.700, 0.415], [2.668, -8.519, 0.688], [3.764, 0.284, -0.497], [3.814, 1.837, -0.278], [4.287, 2.536, -1.608], [4.134, 3.967, -1.600], [5.175, 4.677, -1.048], [2.537, 2.273, 0.244], [2.291, 2.041, 1.196], [2.564, 3.281, 0.184], [1.749, 1.985, -0.319], [3.124, 0.123, -1.364], [3.450, -0.292, 0.374], [4.743, -0.090, -0.797], [4.512, 1.948, 0.552], [3.652, 2.210, -2.431], [5.266, 2.281, -2.013], [5.480, 4.370, -0.048], [5.181, 5.765, -1.118], [6.050, 4.490, -1.671], [-3.685, 4.024, 2.702], [-3.792, 3.040, 1.521], [-5.052, 2.993, 0.689], [-4.903, 2.506, -0.612], [-6.103, 2.188, -1.357], [-2.621, 3.333, 0.531], [-2.511, 2.595, -0.149], [-2.804, 4.193, 0.033], [-1.772, 3.485, 1.057], [-4.267, 3.703, 3.566], [-4.011, 5.014, 2.385], [-2.658, 4.313, 2.926], [-3.445, 2.071, 1.878], [-5.603, 3.922, 0.540], [-5.792, 2.407, 1.235], [-6.743, 3.069, -1.403], [-6.540, 1.364, -0.794], [-5.819, 2.001, -2.393], [3.513, -5.354, -5.129], [2.592, -5.983, -4.044], [1.740, -4.953, -3.164], [1.417, -5.448, -1.881], [0.875, -4.457, -1.107], [1.612, -6.877, -4.730], [1.807, -7.861, -4.609], [0.741, -6.591, -4.307], [1.673, -6.532, -5.677], [4.230, -4.826, -4.500], [3.022, -4.677, -5.828], [4.087, -6.075, -5.711], [3.143, -6.467, -3.237], [0.870, -4.583, -3.705], [2.336, -4.048, -3.043], [-0.146, -4.308, -1.459], [1.353, -3.499, -0.899], [0.917, -4.780, -0.067], [-1.354, -2.501, 6.342], [-1.591, -2.019, 4.613], [0.480, -2.236, 6.227], [-1.139, -3.053, 8.031], [-3.131, -2.747, 6.433], [-1.293, -4.190, 5.856], [-1.696, -0.775, 6.840], [5.543, 0.173, 3.059], [4.851, -1.328, 2.386], [4.853, -0.172, 4.725], [6.225, 1.769, 3.770], [6.174, 0.641, 1.521], [4.036, 1.028, 2.711], [7.106, -0.614, 3.341], [0.566, 4.758, 2.445], [-0.520, 3.423, 2.882], [1.967, 3.628, 2.727], [1.665, 6.076, 1.838], [-0.944, 5.748, 2.131], [0.475, 5.343, 4.084], [0.363, 4.173, 0.774]],
  "lowdin_charge": [-0.621, 0.151, 0.121, 0.097, 0.703, -0.316, -0.308, -0.288, 0.548, -0.317, -0.286, -0.607, 0.127, 0.085, 0.119, -0.050, -0.105, -0.223, 0.036, -0.137, -0.041, -0.056, -0.215, -0.186, -0.112, 0.064, 0.056, 0.056, 0.139, 0.071, 0.068, 0.089, 0.078, 0.127, 0.136, 0.090, 0.064, 0.035, 0.089, 0.146, 0.123, 0.141, 0.104, 0.093, 0.095, -0.045, -0.123, -0.214, 0.042, -0.101, -0.018, -0.070, -0.143, -0.210, -0.095, 0.070, 0.071, 0.084, 0.106, 0.125, 0.107, 0.105, 0.104, 0.119, 0.101, 0.067, 0.075, 0.088, 0.138, 0.127, 0.113, 0.128, 0.085, 0.070, 0.072, -0.012, -0.137, -0.220, 0.013, -0.148, -0.021, -0.006, -0.162, -0.230, -0.056, 0.095, 0.066, 0.075, 0.106, 0.115, 0.104, 0.111, 0.108, 0.118, 0.122, 0.063, 0.077, 0.087, 0.109, 0.130, 0.088, 0.122, 0.081, 0.099, 0.086, -0.044, -0.139, -0.181, 0.050, -0.118, -0.035, -0.049, -0.159, -0.210, -0.054, 0.077, 0.096, 0.085, 0.110, 0.118, 0.093, 0.105, 0.093, 0.098, 0.095, 0.062, 0.070, 0.081, 0.109, 0.125, 0.110, 0.107, 0.067, 0.083, 0.090, -0.034, -0.117, -0.201, 0.017, -0.105, -0.057, -0.041, -0.208, -0.217, -0.089, 0.048, 0.093, 0.047, 0.098, 0.127, 0.085, 0.092, 0.097, 0.104, 0.124, 0.056, 0.085, 0.086, 0.110, 0.149, 0.137, 0.111, 0.107, 0.086, 0.102, -0.029, -0.284, -0.131, -0.191, -0.119, 0.216, 0.100, 0.140, 0.083, 0.056, 0.057, 0.089, 0.123, 0.096, 0.134, 0.103, 0.103, 0.082, -0.005, -0.234, -0.199, -0.215, -0.034, 0.244, 0.116, 0.165, 0.088, 0.087, 0.094, 0.054, 0.130, 0.139, 0.115, 0.094, 0.078, 0.083, -0.025, -0.261, -0.183, -0.150, -0.126, 0.248, 0.185, 0.158, 0.161, 0.095, 0.083, 0.098, 0.158, 0.132, 0.126, 0.108, 0.092, 0.086, 0.950, -0.299, -0.300, -0.265, -0.294, -0.270, -0.295, 0.913, -0.281, -0.293, -0.304, -0.247, -0.270, -0.254, 0.935, -0.280, -0.267, -0.262, -0.295, -0.222, -0.288],
  "multiplicity": 1,
  "e_lumo_ev": -7.2,
  "total_energy_ha": -13433.898475,
  "e_above_lowest_kcal_mol": 162.1,
  "total_charge": 4
}